DFT (ωB97M-V/def2-TZVPD) results for a 2-piece molecular cluster, C2H6NP overall in a non-equilibrium geometry.

Structure (ORCA input):
```
! RIJCOSX wB97M-V def2-TZVPD def2/J DEFGRID3
* xyz 0 1
P 2.028 -0.360 -0.064
N 0.963 0.796 0.153
C -0.901 -0.805 0.193
C -0.377 0.623 0.152
H -0.951 1.286 -1.285
H -0.817 -1.095 1.169
H -0.210 -1.385 -0.576
H -1.885 -0.956 -0.290
H 3.022 0.532 -0.175
H -0.871 1.364 0.723
*
```

Values from the calculation:
- Strongest force on any atom: 5.13 eV/Å
- Orbital gap: 7.97 eV
- LUMO: -0.88 eV
- E: -12946.1073 eV
- Molar mass: 75.05 u

Löwdin population analysis, charges in e, atoms 1 to 4: 0.834 -0.415 -0.174 -0.478